(1)
Density functional theory data (ωB97M-V with the def2-TZVPD basis set) for 3 unconnected molecules or ions with the total composition C15H32O9S in a non-equilibrium geometry.

For the HOMO-LUMO gap, the calculation gives 8.87 eV. As for the SMILES: O=C1OCC[C@H]1CCCS(=O)(=O)O.COCCOC.COCCOC. The value obtained for the calculated total energy is -1665.89564 a.u. The value obtained for the energy above the lowest of the compared OMol25 structures with the same formula, charge and spin is 62.9 kcal/mol.

```
! RIJCOSX wB97M-V def2-TZVPD def2/J DEFGRID3
* xyz 0 1
O 1.422 -1.035 1.741
C 2.043 -0.007 1.368
O 3.083 0.624 2.135
C 3.356 1.929 1.511
C 3.173 1.692 -0.099
C 1.845 0.807 -0.014
C 1.297 0.007 -1.286
C 2.026 0.320 -2.676
C 3.537 -0.201 -2.804
S 3.849 -1.884 -2.112
O 3.618 -2.018 -0.641
O 3.135 -2.881 -2.974
O 5.511 -2.171 -2.345
H 4.509 1.983 1.580
H 2.860 2.849 1.972
H 3.016 2.762 -0.457
H 4.176 1.177 -0.337
H 1.049 1.599 0.252
H 0.183 0.326 -1.418
H 1.257 -1.126 -1.086
H 1.426 -0.248 -3.487
H 1.923 1.433 -2.973
H 4.327 0.501 -2.368
H 3.765 -0.265 -3.937
H 5.697 -2.090 -3.314
C -1.155 -2.235 2.169
O -2.389 -2.126 2.871
C -3.007 -3.392 3.089
C -2.762 -3.892 4.510
O -1.382 -4.176 4.729
C -0.720 -3.133 5.432
H -0.623 -1.292 2.264
H -0.525 -3.033 2.568
H -1.352 -2.422 1.107
H -2.665 -4.124 2.351
H -4.084 -3.249 2.950
H -3.307 -4.831 4.650
H -3.134 -3.175 5.249
H -0.989 -3.176 6.492
H -0.968 -2.148 5.032
H 0.355 -3.286 5.335
C -2.138 1.861 -0.727
O -1.475 2.126 -1.958
C -2.251 1.735 -3.091
C -2.948 2.934 -3.727
O -3.928 3.489 -2.853
C -3.459 4.651 -2.183
H -1.623 2.407 0.064
H -3.183 2.178 -0.748
H -2.086 0.789 -0.505
H -2.974 0.960 -2.817
H -1.556 1.306 -3.821
H -3.475 2.597 -4.625
H -2.222 3.696 -4.031
H -3.465 5.501 -2.872
H -2.454 4.514 -1.779
H -4.138 4.865 -1.356
*
```

---

(2)
Density functional theory data (ωB97M-V with the def2-TZVPD basis set) for 6 unconnected molecules or ions with the total composition C15H33BNO22S5 in a non-equilibrium geometry.

For the HOMO-LUMO gap, the calculation gives 5.90 eV. The value obtained for the calculated total energy is -4317.11416 a.u.

```
! RIJCOSX wB97M-V def2-TZVPD def2/J DEFGRID3
* xyz -1 1
C -3.614 -0.386 -1.278
C -2.805 -1.190 -2.286
O -3.421 -1.891 -3.047
N -1.436 -1.074 -2.281
C -0.848 -1.124 -0.946
B -0.892 0.115 -3.197
C -1.388 1.638 -2.799
C -0.599 2.356 -1.709
O 0.637 2.872 -2.196
H -4.335 -0.994 -0.730
H -4.162 0.359 -1.863
H -2.991 0.188 -0.595
H 0.073 -0.539 -0.910
H -0.552 -2.155 -0.716
H -1.515 -0.826 -0.135
H -1.140 -0.096 -4.389
H 0.343 0.094 -3.105
H -1.266 2.259 -3.695
H -2.453 1.707 -2.536
H -0.433 1.725 -0.826
H -1.173 3.232 -1.364
H 1.375 2.432 -1.760
C 5.167 0.044 0.913
C 5.851 0.494 -0.363
O 4.916 0.168 -1.399
S 3.429 0.334 -0.852
O 2.950 1.623 -1.224
O 2.701 -0.843 -1.146
O 3.785 0.385 0.697
H 5.248 -1.030 1.049
H 5.536 0.552 1.797
H 6.793 -0.015 -0.540
H 6.010 1.575 -0.378
C 3.116 -2.823 5.600
C 2.413 -2.346 4.349
O 3.098 -1.130 4.009
S 4.622 -1.247 4.408
O 5.385 -1.624 3.266
O 4.994 -0.113 5.175
O 4.501 -2.522 5.364
H 2.787 -2.273 6.483
H 2.997 -3.890 5.769
H 1.358 -2.142 4.501
H 2.528 -3.051 3.524
C -6.918 1.733 0.499
C -7.913 1.231 1.525
O -7.095 0.595 2.519
S -5.699 1.357 2.639
O -5.744 2.264 3.731
O -4.658 0.400 2.531
O -5.808 2.188 1.288
H -6.571 0.933 -0.158
H -7.304 2.552 -0.100
H -8.619 0.514 1.116
H -8.455 2.052 1.998
C -1.642 1.736 3.757
C -1.833 1.589 2.262
O -0.602 0.994 1.823
S -0.031 0.021 2.928
O -0.410 -1.321 2.654
O 1.334 0.328 3.159
O -0.936 0.543 4.142
H -1.018 2.599 4.000
H -2.582 1.799 4.297
H -1.985 2.537 1.752
H -2.654 0.910 2.022
C 1.700 -1.693 -4.816
C 2.222 -0.464 -5.513
O 3.656 -0.674 -5.560
S 3.965 -2.221 -5.714
O 4.217 -2.527 -7.082
O 4.919 -2.587 -4.724
O 2.536 -2.771 -5.331
H 1.841 -1.624 -3.739
H 0.654 -1.880 -5.035
H 1.989 0.447 -4.971
H 1.856 -0.389 -6.538
*
```

---

(3)
Density functional theory data (ωB97M-V with the def2-TZVPD basis set) for a molecular structure, C15H33BrClNO5Si in a non-equilibrium geometry.

For the HOMO-LUMO gap, the calculation gives 9.60 eV. The value obtained for the calculated total energy is -4345.95476 a.u. The value obtained for the energy above the lowest of the compared OMol25 structures with the same formula, charge and spin is 7.6 kcal/mol.

```
! RIJCOSX wB97M-V def2-TZVPD def2/J DEFGRID3
* xyz 0 1
C -4.326 -5.041 -0.463
C -3.153 -4.447 -1.230
Br -1.947 -3.588 0.058
C -2.476 -5.435 -2.187
Si -1.133 -6.562 -1.475
C 0.633 -6.026 -1.872
C 0.963 -4.529 -1.725
C 1.568 -4.206 -0.384
Cl 2.118 -2.498 -0.333
N -1.412 -6.904 0.262
C -0.387 -6.878 0.913
O 0.550 -6.793 1.620
H -4.892 -5.667 -1.140
H -4.000 -5.579 0.416
H -4.958 -4.237 -0.114
H -3.543 -3.640 -1.831
H -3.258 -6.111 -2.518
H -2.126 -4.936 -3.083
H -1.312 -7.874 -2.140
H 1.375 -6.625 -1.352
H 0.767 -6.266 -2.924
H 0.147 -3.865 -1.974
H 1.750 -4.308 -2.440
H 2.448 -4.809 -0.233
H 0.889 -4.361 0.440
C 2.795 0.844 0.121
O 3.519 2.039 0.362
C 2.681 3.162 0.586
C 2.563 3.485 2.060
O 1.885 2.458 2.768
C 2.760 1.597 3.475
H 3.489 0.010 0.210
H 1.987 0.705 0.842
H 2.381 0.852 -0.893
H 1.691 2.999 0.149
H 3.141 4.012 0.074
H 1.970 4.398 2.172
H 3.549 3.670 2.495
H 3.134 2.094 4.377
H 3.604 1.281 2.858
H 2.193 0.715 3.769
C -0.990 4.746 -1.441
O -0.283 5.950 -1.200
C -1.137 7.065 -0.988
C -1.271 7.394 0.483
O -1.941 6.363 1.192
C -1.055 5.516 1.902
H -0.285 3.921 -1.342
H -1.801 4.601 -0.724
H -1.397 4.742 -2.458
H -2.121 6.889 -1.433
H -0.682 7.919 -1.500
H -1.874 8.301 0.587
H -0.288 7.591 0.922
H -0.690 6.024 2.802
H -0.205 5.213 1.286
H -1.604 4.625 2.201
*
```

---

(4)
Density functional theory data (ωB97M-V with the def2-TZVPD basis set) for a molecular structure, C15H33Cl14N3O4S.

For the HOMO-LUMO gap, the calculation gives 10.45 eV. The value obtained for the calculated total energy is -7897.41666 a.u.

```
! RIJCOSX wB97M-V def2-TZVPD def2/J DEFGRID3
* xyz 0 1
C 5.441 -1.707 2.765
C 4.958 -1.810 1.312
C 3.450 -2.038 1.199
C 2.633 -0.762 1.480
C 1.589 -0.936 2.600
O 1.900 -0.014 3.698
S 1.298 1.424 3.344
O 2.335 2.325 2.991
O 0.354 1.775 4.348
O 0.522 0.990 2.009
C 0.214 -0.417 2.228
C -0.599 -1.067 1.142
C -1.411 -2.308 1.608
N -1.502 -3.215 0.476
N -0.746 -2.960 2.737
N -2.787 -1.977 1.969
H 4.827 -2.332 3.417
H 5.369 -0.685 3.142
H 6.473 -2.041 2.868
H 5.486 -2.623 0.808
H 5.224 -0.899 0.769
H 3.173 -2.837 1.894
H 3.230 -2.418 0.200
H 3.300 0.063 1.729
H 2.099 -0.465 0.577
H 1.590 -1.966 2.936
H -0.376 -0.410 3.156
H -1.319 -0.330 0.782
H 0.016 -1.349 0.284
H -0.679 -3.807 0.446
H -2.306 -3.816 0.622
H -1.165 -3.877 2.852
H -0.924 -2.470 3.609
H -3.252 -1.465 1.229
H -2.834 -1.467 2.841
C 3.782 -1.206 -3.133
Cl 2.667 -0.658 -1.871
Cl 4.783 -2.556 -2.587
H 3.198 -1.531 -3.985
H 4.428 -0.378 -3.394
C 4.451 2.969 -3.511
Cl 3.348 2.068 -4.565
Cl 5.890 2.025 -3.101
H 4.759 3.867 -4.031
H 3.926 3.208 -2.594
C 1.644 5.749 -3.954
Cl 2.549 6.187 -2.502
Cl 2.701 5.571 -5.363
H 1.154 4.798 -3.782
H 0.922 6.528 -4.166
C -6.113 -1.760 1.766
Cl -7.749 -2.371 2.057
Cl -6.085 -0.425 0.606
H -5.712 -1.409 2.708
H -5.512 -2.572 1.377
C 0.906 5.044 -8.613
Cl -0.616 4.621 -7.815
Cl 0.657 6.095 -10.012
H 1.529 5.565 -7.897
H 1.381 4.131 -8.949
C -6.979 -3.818 5.398
Cl -6.915 -3.324 7.092
Cl -5.433 -3.575 4.570
H -7.221 -4.873 5.355
H -7.726 -3.221 4.888
C -6.879 2.712 -2.127
Cl -5.664 1.427 -2.182
Cl -7.574 2.911 -0.516
H -6.402 3.641 -2.412
H -7.675 2.453 -2.814
*
```

---

The lowest HOMO-LUMO gap belongs to which entry? C15H33BNO22S5

---

Copy entry 3 word for word.
Density functional theory data (ωB97M-V with the def2-TZVPD basis set) for a molecular structure, C15H33BrClNO5Si in a non-equilibrium geometry.

For the HOMO-LUMO gap, the calculation gives 9.60 eV. The value obtained for the calculated total energy is -4345.95476 a.u. The value obtained for the energy above the lowest of the compared OMol25 structures with the same formula, charge and spin is 7.6 kcal/mol.

```
! RIJCOSX wB97M-V def2-TZVPD def2/J DEFGRID3
* xyz 0 1
C -4.326 -5.041 -0.463
C -3.153 -4.447 -1.230
Br -1.947 -3.588 0.058
C -2.476 -5.435 -2.187
Si -1.133 -6.562 -1.475
C 0.633 -6.026 -1.872
C 0.963 -4.529 -1.725
C 1.568 -4.206 -0.384
Cl 2.118 -2.498 -0.333
N -1.412 -6.904 0.262
C -0.387 -6.878 0.913
O 0.550 -6.793 1.620
H -4.892 -5.667 -1.140
H -4.000 -5.579 0.416
H -4.958 -4.237 -0.114
H -3.543 -3.640 -1.831
H -3.258 -6.111 -2.518
H -2.126 -4.936 -3.083
H -1.312 -7.874 -2.140
H 1.375 -6.625 -1.352
H 0.767 -6.266 -2.924
H 0.147 -3.865 -1.974
H 1.750 -4.308 -2.440
H 2.448 -4.809 -0.233
H 0.889 -4.361 0.440
C 2.795 0.844 0.121
O 3.519 2.039 0.362
C 2.681 3.162 0.586
C 2.563 3.485 2.060
O 1.885 2.458 2.768
C 2.760 1.597 3.475
H 3.489 0.010 0.210
H 1.987 0.705 0.842
H 2.381 0.852 -0.893
H 1.691 2.999 0.149
H 3.141 4.012 0.074
H 1.970 4.398 2.172
H 3.549 3.670 2.495
H 3.134 2.094 4.377
H 3.604 1.281 2.858
H 2.193 0.715 3.769
C -0.990 4.746 -1.441
O -0.283 5.950 -1.200
C -1.137 7.065 -0.988
C -1.271 7.394 0.483
O -1.941 6.363 1.192
C -1.055 5.516 1.902
H -0.285 3.921 -1.342
H -1.801 4.601 -0.724
H -1.397 4.742 -2.458
H -2.121 6.889 -1.433
H -0.682 7.919 -1.500
H -1.874 8.301 0.587
H -0.288 7.591 0.922
H -0.690 6.024 2.802
H -0.205 5.213 1.286
H -1.604 4.625 2.201
*
```

---

Look up the HOMO-LUMO gap of the third one. 9.60 eV